1.
{
  "formula": "C38H38BF3O3S",
  "method": "ωB97M-V/def2-TZVPD",
  "homo_energy_ev": -6.40,
  "fmax_ev_per_a": 3.80,
  "e_above_lowest_kcal_mol": 90.53,
  "e_tot_ev": -65828.96217,
  "gap_ev": 3.3290,
  "elements": ["C", "C", "C", "C", "C", "B", "C", "C", "C", "C", "C", "F", "F", "F", "C", "C", "O", "C", "C", "C", "C", "C", "C", "O", "S", "H", "H", "H", "H", "H", "H", "H", "H", "H", "H", "H", "H", "H", "H", "H", "H", "H", "H", "H", "H", "H", "C", "C", "C", "C", "C", "C", "C", "C", "C", "C", "O", "C", "C", "C", "C", "C", "C", "C", "C", "C", "C", "H", "H", "H", "H", "H", "H", "H", "H", "H", "H", "H", "H", "H", "H", "H", "H", "H"],
  "xyz": [[8.287, -0.618, -0.742], [6.849, -0.844, -0.475], [6.276, -1.930, 0.154], [4.846, -1.830, 0.276], [4.339, -0.679, -0.288], [2.766, -0.187, -0.106], [2.104, -0.926, -1.435], [1.404, -2.117, -1.289], [0.900, -2.773, -2.426], [1.124, -2.245, -3.689], [0.583, -2.963, -4.900], [-0.151, -2.135, -5.700], [1.587, -3.474, -5.675], [-0.226, -4.007, -4.563], [1.855, -1.070, -3.840], [2.344, -0.414, -2.703], [2.393, -0.782, 1.133], [2.293, 0.261, 2.093], [0.813, 0.389, 2.467], [3.090, -0.131, 3.338], [2.881, 1.559, 1.308], [2.116, 2.849, 1.548], [4.351, 1.778, 1.629], [2.723, 1.238, -0.069], [5.594, 0.228, -1.085], [8.859, -1.403, -0.238], [8.466, -0.672, -1.824], [8.627, 0.359, -0.371], [6.871, -2.756, 0.536], [4.261, -2.595, 0.768], [1.222, -2.544, -0.299], [0.323, -3.685, -2.308], [2.048, -0.665, -4.829], [2.952, 0.488, -2.813], [0.649, 1.227, 3.154], [0.196, 0.539, 1.571], [0.469, -0.531, 2.958], [3.048, 0.689, 4.068], [2.648, -1.023, 3.801], [4.142, -0.347, 3.095], [2.090, 3.073, 2.620], [2.630, 3.669, 1.033], [1.096, 2.786, 1.157], [4.472, 2.151, 2.660], [4.928, 0.853, 1.499], [4.768, 2.528, 0.944], [-2.107, 5.368, 3.811], [-2.077, 4.409, 2.666], [-1.503, 4.788, 1.447], [-1.185, 3.846, 0.481], [-1.539, 2.469, 0.666], [-1.129, 1.407, -0.221], [-2.046, 0.359, -0.551], [-3.446, 0.417, -0.267], [-4.274, -0.684, -0.388], [-3.764, -1.868, -0.928], [-4.561, -2.946, -1.259], [-5.963, -2.880, -1.232], [-6.617, -3.259, -2.412], [-8.003, -3.136, -2.501], [-8.743, -2.692, -1.397], [-8.090, -2.364, -0.205], [-6.699, -2.503, -0.100], [-2.406, -1.942, -1.308], [-1.602, -0.829, -1.190], [-2.317, 2.157, 1.831], [-2.580, 3.110, 2.796], [-2.816, 5.045, 4.577], [-1.118, 5.421, 4.289], [-2.350, 6.381, 3.478], [-1.245, 5.838, 1.308], [-0.681, 4.143, -0.447], [-0.165, 1.470, -0.728], [-3.907, 1.333, 0.094], [-5.324, -0.602, -0.116], [-6.021, -3.602, -3.259], [-8.505, -3.402, -3.433], [-9.829, -2.608, -1.459], [-8.655, -1.998, 0.660], [-6.187, -2.253, 0.834], [-2.035, -2.851, -1.765], [-0.584, -0.830, -1.574], [-2.692, 1.138, 1.966], [-3.141, 2.836, 3.691]],
  "forces_ev_per_angstrom": [[0.2371, 0.0329, -0.2192], [-1.0939, -0.7292, -0.0247], [0.1159, 0.9299, -0.2758], [0.9349, 0.7115, -0.6690], [0.2626, -0.6923, 0.0501], [1.9595, -2.0314, -2.5433], [-0.1224, 0.8585, 1.5682], [-0.4471, -0.5527, -0.9267], [0.2489, 0.1081, 0.7563], [-0.3653, -0.3410, -0.1843], [0.2482, -0.0270, 0.0464], [0.3575, -0.5079, 0.2463], [-0.7539, 0.2879, 0.2896], [0.3728, 0.5424, -0.3548], [0.3259, 0.5009, 0.3591], [-0.3164, -0.3314, -1.0548], [-1.2661, 0.4403, 1.2706], [0.1305, -0.0187, -0.5081], [-0.0069, 0.2142, 0.1124], [0.1369, 0.2425, 0.0451], [-0.4385, -0.3382, 0.2272], [-0.0014, 0.0205, 0.2431], [0.4230, 0.0788, 0.2920], [-1.0300, 0.7919, 0.6410], [0.2997, -0.8423, 0.9680], [0.0726, 0.1511, -0.1583], [0.2751, 0.0694, 0.2052], [-0.0154, -0.2177, -0.1323], [-0.0362, 0.1331, 0.0319], [-0.2087, 0.2210, 0.0983], [0.1074, 0.2356, -0.2249], [0.1176, -0.0105, -0.0961], [-0.0533, -0.0863, 0.0638], [-0.2431, -0.1947, 0.0015], [-0.1160, -0.0454, -0.0311], [0.2289, -0.0367, 0.1628], [0.1468, 0.1488, -0.1692], [0.1059, -0.1676, 0.0044], [0.0651, 0.1630, -0.1710], [-0.4670, 0.0664, 0.0798], [-0.1008, 0.1291, -0.0698], [-0.0705, -0.0784, 0.0501], [0.2109, -0.0423, 0.1814], [0.0010, -0.1593, -0.2804], [-0.1396, 0.3924, 0.1555], [-0.1384, -0.1557, 0.0952], [-0.0995, 0.1870, 0.1854], [-0.1140, -0.1936, -0.1945], [0.2940, -0.1845, -0.1728], [0.0975, -0.6953, -0.0934], [-0.2793, 0.5985, 0.7807], [-2.0711, -0.0413, -0.6417], [0.1839, 0.4464, 0.0638], [-0.3084, -0.2825, 0.7735], [0.0401, 0.8659, -0.0123], [-0.5728, -0.8505, -0.7208], [0.7842, 0.8066, 0.5962], [-0.5744, 0.0297, 0.0116], [0.2497, 0.3833, 0.1964], [-0.0029, -0.1453, 0.3584], [0.2180, 0.0682, 0.0394], [0.1761, -0.2683, -0.1119], [0.1499, 0.2297, -0.2888], [-0.1558, 0.1573, -0.1435], [0.3716, -0.1424, 0.0396], [0.0954, -0.1077, -0.6922], [0.1853, -0.0464, 0.0684], [0.0244, 0.1271, -0.0907], [-0.1635, -0.0868, -0.1714], [-0.0400, -0.1283, 0.0793], [0.0719, -0.2950, -0.0859], [-0.1200, -0.1165, 0.4742], [0.1130, -0.1987, 0.1627], [0.2270, -0.0652, -0.1403], [0.3815, 0.1064, -0.2833], [-0.1737, 0.1465, 0.2498], [0.1480, 0.0745, 0.3326], [0.3356, 0.0250, -0.0333], [0.2086, -0.2576, -0.3714], [-0.2249, -0.2092, -0.3430], [-0.0188, 0.0955, -0.0308], [-0.0868, -0.3081, 0.1736], [0.4446, 0.3707, 0.0960], [0.2517, 0.0410, -0.2113]],
  "mulliken_charge": [-1.2141, 0.5956, -0.8026, -0.8858, 0.1946, 1.8178, 0.7620, -1.4055, -0.5287, 0.5645, 0.7498, -0.2752, -0.2671, -0.2931, -1.2645, -0.5455, -0.4407, 1.7130, -1.8191, -2.0312, 2.1587, -1.5975, -2.2053, -0.8063, -0.2140, 0.3371, 0.2624, 0.2707, 0.3191, 0.5006, 0.2465, 0.5463, 0.3953, 0.3970, 0.3298, -0.1084, 0.6049, 0.3474, 0.4550, 0.3299, 0.2967, 0.5103, -0.0167, 0.3672, 0.2778, 0.4752, -1.4987, 0.9821, -0.6358, -0.4518, 1.0055, -1.0958, 0.0730, -1.0737, -0.5077, 1.1588, -0.4438, 0.3018, -0.4893, -0.3828, -0.4995, -0.4421, -0.3673, -0.4724, -0.0504, -0.4712, -1.1114, 0.3710, 0.2855, 0.3951, 0.3859, 0.3889, 0.6706, 0.7059, 0.4836, 0.4165, 0.3634, 0.3697, 0.3629, 0.5573, 0.4899, 0.2504, 0.5646, 0.3068]
}

2.
{
  "formula": "C38H38N4O2",
  "method": "ωB97M-V/def2-TZVPD",
  "homo_energy_ev": -6.95,
  "fmax_ev_per_a": 4.46,
  "e_tot_ev": -50074.53317,
  "gap_ev": 6.4964,
  "elements": ["C", "C", "C", "C", "C", "N", "C", "C", "N", "C", "C", "C", "C", "C", "C", "C", "C", "H", "H", "H", "H", "H", "H", "H", "H", "H", "H", "H", "C", "O", "C", "C", "C", "C", "C", "C", "C", "N", "C", "C", "C", "C", "C", "C", "C", "C", "C", "O", "N", "C", "C", "C", "C", "C", "C", "H", "H", "H", "H", "H", "H", "H", "H", "H", "H", "H", "H", "H", "H", "H", "H", "H", "H", "H", "H", "H", "H", "H", "H", "H", "H", "H"],
  "xyz": [[-4.123, 0.506, 2.515], [-3.573, -0.763, 2.735], [-2.248, -0.883, 3.161], [-1.431, 0.258, 3.351], [-0.024, 0.171, 3.795], [0.510, 1.186, 4.432], [1.763, 1.639, 4.577], [2.109, 2.749, 3.729], [2.400, 3.629, 3.015], [0.747, -1.028, 3.424], [0.409, -1.795, 2.280], [1.150, -2.920, 1.910], [2.382, -3.162, 2.529], [2.763, -2.380, 3.627], [1.887, -1.426, 4.159], [-1.996, 1.520, 3.107], [-3.323, 1.650, 2.671], [-5.185, 0.609, 2.261], [-4.185, -1.661, 2.611], [-1.849, -1.880, 3.361], [2.601, 0.885, 4.648], [-0.466, -1.540, 1.683], [0.769, -3.603, 1.144], [3.029, -3.970, 2.177], [3.738, -2.542, 4.094], [2.098, -1.000, 5.150], [-1.375, 2.406, 3.263], [-3.742, 2.643, 2.494], [-0.117, 8.628, 5.423], [0.994, 7.883, 4.913], [1.191, 6.629, 5.401], [2.457, 6.052, 5.108], [2.751, 4.799, 5.577], [1.793, 4.013, 6.273], [2.016, 2.565, 6.505], [1.500, 2.051, 7.739], [2.050, 1.005, 8.469], [1.742, 0.717, 9.758], [2.384, -0.434, 10.387], [2.026, -1.803, 9.781], [2.585, -2.986, 10.550], [1.746, -4.055, 10.884], [2.234, -5.115, 11.651], [3.580, -5.131, 12.050], [4.424, -4.066, 11.699], [3.927, -3.002, 10.940], [1.920, -0.334, 11.846], [2.173, -1.082, 12.788], [1.126, 0.776, 11.934], [0.538, 1.165, 13.196], [0.975, 1.553, 10.704], [1.570, 2.954, 10.870], [-0.521, 1.655, 10.359], [0.572, 4.625, 6.610], [0.272, 5.920, 6.211], [-0.089, 9.559, 4.858], [-1.056, 8.088, 5.243], [0.001, 8.829, 6.498], [3.138, 6.602, 4.447], [3.738, 4.386, 5.333], [3.014, 2.186, 6.238], [0.592, 2.519, 8.141], [2.760, 0.301, 8.000], [3.481, -0.288, 10.350], [0.926, -1.883, 9.733], [2.402, -1.822, 8.746], [0.699, -4.014, 10.571], [1.559, -5.921, 11.946], [3.964, -5.963, 12.647], [5.464, -4.049, 12.027], [4.571, -2.162, 10.674], [0.693, 0.360, 13.918], [1.005, 2.080, 13.582], [-0.535, 1.339, 13.064], [2.543, 2.907, 11.377], [1.702, 3.450, 9.903], [0.882, 3.547, 11.481], [-1.018, 0.689, 10.518], [-0.979, 2.405, 11.016], [-0.692, 1.954, 9.324], [-0.199, 4.071, 7.149], [-0.666, 6.384, 6.526]],
  "forces_ev_per_angstrom": [[0.1901, 0.1873, 0.0574], [0.1455, 0.3264, 0.2252], [0.0089, 0.2171, 0.0758], [-1.2346, -0.0102, 0.1707], [1.5121, 1.0694, 1.4015], [-3.7473, -0.8701, -2.2506], [2.1816, -0.3505, 2.1520], [0.2473, 1.2109, -1.5343], [-0.5085, -1.7228, 1.3093], [0.5754, -1.0437, -0.5599], [0.2142, -0.1440, 0.2317], [0.2736, 0.2416, 0.2250], [-0.1890, 0.1726, 0.1243], [-0.2663, -0.2083, 0.0781], [0.0858, 0.0170, -0.3123], [-0.1932, 0.0699, -0.1993], [0.1187, -0.4935, 0.3159], [0.5144, -0.0582, -0.0522], [0.2021, 0.3247, 0.0611], [-0.1615, 0.4008, 0.0005], [-0.5680, 0.9506, -0.1983], [0.3130, 0.0008, 0.2243], [0.2670, 0.4307, 0.0883], [-0.2213, 0.2947, 0.1466], [-0.4321, -0.0978, 0.0084], [-0.0923, -0.0207, -0.6488], [-0.2080, -0.3389, -0.0732], [0.1503, -0.3456, 0.0532], [0.3622, -0.3511, -0.2495], [-0.3644, 0.0443, 0.2941], [0.5844, -0.6527, 0.6022], [-1.0828, 0.8596, 0.0022], [-0.0042, -0.7179, 0.1000], [-0.0362, 0.3071, -0.3880], [1.6746, -0.2120, -1.8673], [-0.5591, -1.8544, 1.0259], [-0.8688, 1.3543, -1.2643], [-0.0302, -0.7931, 0.1929], [0.3348, -0.0904, 0.6039], [-0.2424, 0.0189, -0.2379], [0.0004, 0.0217, -0.0809], [0.3588, 0.2146, 0.2472], [0.2997, 0.0970, -0.1048], [-0.1750, 0.3088, -0.1127], [-0.3472, -0.0246, -0.1709], [-0.1383, -0.4231, 0.2148], [-0.1152, 0.0469, 0.7760], [-0.1271, 0.7272, -1.2621], [0.4607, -0.5283, -0.0144], [-0.1397, 0.3206, -0.0242], [-0.1763, -0.1161, -0.0550], [0.2121, 0.0534, 0.0617], [-0.1343, -0.1948, 0.0688], [0.2681, -0.3137, -0.2437], [0.4292, 0.8229, -0.4720], [-0.1994, -0.0513, 0.1558], [0.1147, 0.2527, 0.0063], [-0.0263, -0.0812, -0.2390], [-0.2288, -0.2080, 0.4746], [-0.5226, 0.0142, 0.1734], [-0.1057, 0.7866, 0.8433], [0.8240, -0.0455, -0.1714], [-0.0990, 0.6472, 0.3716], [-0.3356, -0.1552, 0.1481], [0.3563, 0.0467, -0.0363], [-0.1634, -0.0182, 0.1912], [0.2876, -0.1160, 0.1569], [0.2647, 0.1856, -0.1118], [-0.1369, 0.3049, -0.1877], [-0.2775, -0.0914, -0.0967], [-0.0860, -0.2988, 0.1345], [0.0081, 0.0883, -0.2329], [-0.1138, -0.1427, -0.0379], [0.1361, -0.0192, 0.1357], [-0.2155, -0.0403, -0.1716], [-0.0902, -0.0889, 0.2145], [0.2176, 0.0264, -0.0949], [0.1690, 0.2154, -0.0562], [-0.0221, -0.2171, -0.2055], [0.0176, -0.0055, 0.2202], [0.2724, 0.1297, -0.1481], [0.3333, -0.2534, -0.1982]],
  "mulliken_charge": [-0.3545, -0.8093, -0.2533, 0.4138, -0.3671, -0.1095, 0.0562, 0.2427, -0.6224, 0.6484, -0.4560, -0.8475, -0.3927, -0.6735, -0.1343, -0.3213, -0.6369, 0.3598, 0.3667, 0.5460, 0.2236, 0.6150, 0.3821, 0.3741, 0.3707, 0.5795, 0.4450, 0.3703, -0.8044, -0.4500, 0.8503, -0.4017, -0.3456, 0.1801, -0.6506, 0.2628, -0.4944, 0.5928, 0.1218, -0.7670, 0.6535, -0.4634, -0.5684, -0.4323, -0.6728, -0.1336, 0.2823, -0.7203, 0.2849, -1.0051, 0.2259, -1.4686, -1.5085, -0.9479, -0.5573, 0.2454, 0.3015, 0.3359, 0.3905, 0.3696, 0.7945, -0.2561, 0.3866, 0.1381, 0.2946, 0.4281, 0.3289, 0.3650, 0.3562, 0.3663, 0.3102, 0.3557, 0.3042, 0.3141, 0.3862, 0.2700, 0.4423, 0.3760, 0.4753, 0.2374, 0.3088, 0.2962]
}

> What is the formula in the second record?

C38H38N4O2